1.
Computed, not measured: a cluster of 8 separate species, C16H38N6O17S2 in total in a non-equilibrium geometry, with wB97M-V/def2-TZVPD.

Calculated values
**SMILES string**: C[N+](=O)[O-].C[N+](=O)[O-].C[N+](=O)[O-].O=S1(=O)OCCO1.O=S1(=O)OCCO1.CN(C)C=O.CN(C)C=O.CN(C)C=O
**HOMO**: -0.3494 hartree
**Frontier orbital gap**: 9.3 eV
**Molar mass**: 650.64 g/mol

XYZ file:
```
79
Properties=species:S:1:pos:R:3:lowdin_charge:R:1
C 16.4153 -21.5924 -6.4805 0.040
N 17.1002 -20.2515 -6.4431 -0.419
O 16.4337 -19.2299 -6.2357 0.049
O 18.3117 -20.2322 -6.6990 0.043
H 17.0547 -22.1502 -5.7963 0.097
H 16.4848 -22.1211 -7.4311 0.097
H 15.3620 -21.5257 -6.2081 0.095
C 10.9588 -13.1705 -14.2344 0.047
N 9.4610 -13.3600 -14.4944 -0.411
O 9.1143 -13.7689 -15.5954 0.058
O 8.6909 -13.1363 -13.5287 0.029
H 11.4955 -14.0541 -14.5800 0.096
H 11.2012 -12.9464 -13.1956 0.086
H 11.1725 -12.2125 -14.7085 0.095
C 12.8058 -21.9495 -12.8158 0.043
N 12.4100 -20.4893 -12.7859 -0.432
O 12.5226 -19.9088 -13.8475 0.060
O 11.8225 -20.1342 -11.7604 0.046
H 12.5029 -22.2792 -13.8096 0.095
H 12.2500 -22.4056 -11.9965 0.092
H 13.8618 -22.1321 -12.6166 0.097
C 8.5340 -24.5557 -19.8700 -0.162
C 9.5534 -23.5044 -19.4652 -0.148
O 10.1783 -23.0919 -20.6983 -0.235
S 9.4124 -23.5790 -22.0695 0.776
O 10.3185 -24.0127 -23.1497 -0.247
O 8.3024 -22.6169 -22.3528 -0.277
O 8.7989 -24.9137 -21.2478 -0.231
H 7.4908 -24.2599 -19.9808 0.130
H 8.6638 -25.4488 -19.2587 0.132
H 10.3804 -23.8087 -18.8237 0.132
H 9.0557 -22.6223 -19.0622 0.129
C 11.9148 -14.0925 -7.8523 -0.140
C 11.8988 -14.3846 -6.3779 -0.204
O 13.0728 -13.7831 -5.8823 -0.203
S 13.4313 -12.3595 -6.6029 0.782
O 14.8810 -12.3074 -7.0441 -0.278
O 12.8844 -11.2290 -5.7938 -0.269
O 12.4995 -12.7453 -7.9051 -0.221
H 10.9249 -14.1798 -8.3001 0.134
H 12.5426 -14.8131 -8.3763 0.129
H 12.0602 -15.4565 -6.2642 0.136
H 10.9505 -14.1569 -5.8912 0.135
C 17.6845 -19.5356 -16.7780 -0.335
O 17.9245 -20.6895 -16.4476 -0.004
N 17.5864 -19.2502 -18.0818 -0.206
C 17.4603 -17.8514 -18.5299 -0.051
C 17.6710 -20.2220 -19.1047 -0.074
H 17.6460 -18.6141 -16.1767 0.136
H 18.4313 -17.4351 -18.7978 0.088
H 16.9770 -17.2038 -17.7984 0.082
H 16.8050 -17.8206 -19.4004 0.085
H 18.2122 -19.8411 -19.9708 0.095
H 18.2826 -21.0652 -18.7835 0.085
H 16.7365 -20.7359 -19.3301 0.097
C 13.4712 -28.0686 -18.8402 -0.360
O 12.4586 -28.5412 -18.3809 0.012
N 14.4331 -27.3747 -18.1586 -0.191
C 14.2044 -27.1836 -16.7115 -0.039
C 15.7777 -27.0681 -18.6795 -0.055
H 13.6175 -28.1124 -19.9306 0.131
H 13.1777 -27.1767 -16.3455 0.087
H 14.6698 -26.2140 -16.5346 0.078
H 14.8030 -27.9617 -16.2377 0.090
H 15.8393 -27.0891 -19.7676 0.084
H 16.0236 -26.0678 -18.3231 0.082
H 16.5889 -27.7415 -18.4028 0.082
C 14.7013 -28.7064 -9.7446 -0.323
O 13.7884 -27.8910 -9.4556 -0.037
N 14.4847 -29.8991 -10.3053 -0.201
C 13.1645 -30.3065 -10.7147 -0.049
C 15.5393 -30.9076 -10.3320 -0.057
H 15.7686 -28.4810 -9.5953 0.134
H 13.3134 -30.5148 -11.7742 0.093
H 12.2982 -29.6533 -10.6097 0.092
H 12.8949 -31.2290 -10.2005 0.088
H 16.1604 -30.8854 -11.2275 0.086
H 16.1218 -30.9620 -9.4123 0.092
H 15.1272 -31.9075 -10.4686 0.083
```


2.
Computed, not measured: an isolated molecule of C2H5N3S in a non-equilibrium geometry, with wB97M-V/def2-TZVPD.

Calculated values
**SMILES string**: [H]/N=C\NNC=S
**Relative energy (zero: lowest compared OMol25 entry of this formula, charge and spin)**: 2.117 eV
**HOMO**: -0.3305 hartree
**Frontier orbital gap**: 9.2 eV
**Molar mass**: 103.15 g/mol

XYZ file:
```
11
Properties=species:S:1:pos:R:3:lowdin_charge:R:1
C 1.3181 -0.2401 -0.5305 -0.319
C -1.7391 -0.3147 0.2453 -0.730
H 2.5905 -0.2670 0.8074 0.010
H 0.8933 -0.5847 -1.4927 0.129
H 0.7751 0.8213 1.1022 0.167
H -1.2421 1.4070 -0.7485 0.134
H -1.3313 -1.0593 0.9168 0.065
N 2.3992 -0.7452 -0.0426 0.081
N 0.5076 0.6599 0.0932 -0.043
N -0.8576 0.6351 -0.2003 -0.101
S -3.3137 -0.3123 -0.1503 0.608
```


3.
Computed, not measured: a structure of composition C9H19IOSi in a non-equilibrium geometry, with wB97M-V/def2-TZVPD.

Calculated values
**Relative energy (zero: lowest compared OMol25 entry of this formula, charge and spin)**: 0.028 eV
**HOMO (spin up / spin down)**: -0.2429 / -0.3534 hartree
**Frontier orbital gap (spin up / spin down)**: 6.9 / 8.7 eV
**Molar mass**: 298.24 g/mol
**Spin multiplicity**: 3

XYZ file:
```
31
Properties=species:S:1:pos:R:3:lowdin_charge:R:1
C -0.2854 -0.6099 -2.6449 -0.208
C -1.2071 0.5604 -2.3565 -0.249
C -0.7856 -1.9883 -2.0549 -0.167
C -0.5198 1.4167 -1.2715 -0.290
C -0.6080 -2.1819 -0.5614 -0.300
C -0.8166 0.7572 0.0709 -0.621
C 1.9820 0.2006 0.6597 -0.172
C -0.3898 -0.7161 2.8711 -0.211
C 0.5496 2.2640 2.4514 -0.156
O -1.5734 -2.5978 0.2162 -0.093
Si 0.2883 0.5203 1.5355 0.481
I -2.9150 0.4715 0.6667 0.933
H -0.1992 -0.7173 -3.7997 0.140
H 0.6236 -0.5875 -2.1944 0.052
H -1.4271 1.2754 -3.2302 0.124
H -2.2630 0.1844 -2.0178 0.072
H -1.8826 -2.0126 -2.3105 0.121
H -0.2631 -2.7270 -2.6550 0.099
H 0.5178 1.4185 -1.2117 0.060
H -0.9501 2.4932 -1.4263 0.146
H 0.3164 -2.5853 -0.2357 0.094
H 1.8526 -0.5090 -0.0622 -0.040
H 2.3250 1.2190 0.3571 0.047
H 2.6803 -0.2934 1.3817 0.048
H -1.3340 -0.3964 3.2404 -0.032
H -0.4336 -1.7432 2.5039 0.010
H 0.2453 -0.6176 3.8900 0.083
H -0.0548 3.0323 2.0293 0.003
H 0.3268 2.2828 3.4404 -0.033
H 1.6022 2.6715 2.3691 0.048
H -2.2877 -1.7743 0.2407 0.014
```


4.
Computed, not measured: an isolated molecule of C6H10O, with wB97M-V/def2-TZVPD.

Calculated values
**SMILES string**: O=CCCC1CC1
**Relative energy (zero: lowest compared OMol25 entry of this formula, charge and spin)**: 0.762 eV
**HOMO**: -0.3593 hartree
**Frontier orbital gap**: 10.8 eV
**Molar mass**: 98.14 g/mol

XYZ file:
```
17
Properties=species:S:1:pos:R:3:lowdin_charge:R:1
O 0.8267 2.7668 1.3878 0.048
C 0.1065 1.9612 1.9280 -0.267
C -0.6147 0.8685 1.1751 -0.163
C 0.3398 -0.1538 0.5422 -0.179
C -0.4039 -1.0451 -0.4283 -0.324
C -0.6556 -0.5482 -1.8245 -0.127
C 0.3068 -1.6799 -1.5868 -0.125
H -0.0604 1.9945 3.0252 0.118
H -1.3154 0.3602 1.8447 0.112
H -1.1963 1.3469 0.3801 0.125
H 0.8110 -0.7548 1.3321 0.122
H 1.1402 0.3823 0.0153 0.122
H -1.2075 -1.6284 0.0211 0.137
H -1.6099 -0.7692 -2.2946 0.097
H -0.2390 0.4201 -2.0949 0.105
H 0.0073 -2.6784 -1.8915 0.096
H 1.3685 -1.4775 -1.7041 0.102
```


> What is the formula in the first record?

C16H38N6O17S2


> Look up the molar mass of the fourth one.

98.14 g/mol


> molar mass of number 3 (C9H19IOSi)?

298.24 g/mol


> What is the molar mass in the first record?

650.64 g/mol